(1)
{
  "formula": "C38H99BNO26",
  "method": "ωB97M-V with the def2-TZVPD basis set",
  "lumo_energy_ev": -3.2800,
  "total_energy_ha": -3542.69074,
  "total_charge": 1,
  "homo_energy_ev": -10.98,
  "orbital_gap_ev": 7.7,
  "elements": ["C", "C", "O", "C", "C", "O", "C", "C", "O", "C", "C", "C", "N", "C", "C", "C", "C", "O", "O", "C", "C", "C", "C", "C", "O", "O", "C", "C", "C", "O", "O", "B", "C", "O", "H", "H", "H", "H", "H", "H", "H", "H", "H", "H", "H", "H", "H", "H", "H", "H", "H", "H", "H", "H", "H", "H", "H", "H", "H", "H", "H", "H", "H", "H", "H", "H", "H", "H", "H", "C", "O", "H", "H", "H", "H", "C", "O", "H", "H", "H", "H", "C", "O", "H", "H", "H", "H", "C", "O", "H", "H", "H", "H", "C", "O", "H", "H", "H", "H", "C", "O", "H", "H", "H", "H", "C", "O", "H", "H", "H", "H", "C", "O", "H", "H", "H", "H", "C", "O", "H", "H", "H", "H", "C", "O", "H", "H", "H", "H", "C", "O", "H", "H", "H", "H", "C", "O", "H", "H", "H", "H", "C", "O", "H", "H", "H", "H", "C", "O", "H", "H", "H", "H", "C", "O", "H", "H", "H", "H", "C", "O", "H", "H", "H", "H"],
  "coordinates": [[0.2718, 4.8608, 3.6672], [-1.1456, 5.0510, 3.1682], [-1.1633, 4.8693, 1.7630], [-2.2160, 5.5899, 1.1621], [-2.5184, 5.1093, -0.2555], [-2.0999, 3.7908, -0.5124], [-1.6806, 3.6647, -1.8642], [-1.5588, 2.2147, -2.2600], [-0.1976, 1.9158, -2.4975], [0.0473, 0.8210, -3.3361], [-0.4865, -0.4886, -2.7939], [-0.3680, -0.7683, -1.4405], [-0.8324, -1.9037, -0.8948], [-0.6845, -2.1029, 0.5618], [0.5542, -1.4672, 1.1555], [1.8601, -1.9434, 0.5237], [3.0039, -1.2227, 1.1943], [2.9955, -1.0083, 2.3706], [4.0283, -0.8695, 0.3989], [4.2097, 0.5627, 0.2470], [5.4307, 1.1018, 0.9657], [-1.4446, -2.8340, -1.6667], [-2.0089, -4.0914, -1.0845], [-3.4317, -3.7969, -0.6875], [-3.8065, -2.6667, -0.4816], [-4.2450, -4.8338, -0.5960], [-1.5748, -2.6128, -3.0423], [-1.0987, -1.4387, -3.6076], [-1.2431, -1.2608, -5.0783], [-0.2820, -1.1188, -5.7874], [-2.4821, -1.3011, -5.5326], [-2.5284, -0.7065, -6.8713], [-2.5345, 0.8534, -6.9484], [-2.5388, -1.5074, -7.9603], [0.6652, 3.9942, 3.1444], [0.8478, 5.7194, 3.3453], [0.2832, 4.7078, 4.7348], [-1.8344, 4.3621, 3.6569], [-1.4766, 6.0558, 3.4449], [-1.9245, 6.6408, 1.1028], [-3.1038, 5.5532, 1.7959], [-3.5886, 5.2281, -0.4348], [-2.0246, 5.7985, -0.9406], [-0.7238, 4.1788, -1.9545], [-2.4072, 4.1639, -2.5044], [-2.1239, 2.0679, -3.1848], [-2.0143, 1.5874, -1.4931], [-0.3750, 1.0122, -4.3196], [1.1248, 0.7271, -3.3972], [0.0928, -0.0216, -0.8188], [-1.5532, -1.6988, 1.0703], [-0.6522, -3.1520, 0.8122], [0.5210, -0.3845, 1.1301], [0.5834, -1.7602, 2.1972], [1.9181, -1.7474, -0.5434], [2.0114, -3.0087, 0.6819], [4.2762, 0.7775, -0.8122], [3.3348, 1.0605, 0.6548], [5.7238, 0.4778, 1.8009], [5.1925, 2.0794, 1.3566], [6.2869, 1.2354, 0.3145], [-1.4272, -4.4974, -0.2694], [-2.0354, -4.8679, -1.8491], [-5.1217, -4.4464, -0.4008], [-2.0565, -3.3467, -3.6612], [-2.9320, 1.2270, -7.8811], [-1.4989, 1.1714, -6.8269], [-3.0585, 1.2640, -6.0899], [-3.3059, -2.0972, -7.9908], [4.8857, 3.7847, 4.1050], [5.8136, 2.9704, 3.3846], [4.2713, 4.3080, 3.3776], [4.2422, 3.1722, 4.7414], [5.4063, 4.5219, 4.7202], [6.3568, 2.5108, 4.0301], [9.8269, 1.7388, -0.1029], [8.5999, 2.3795, 0.2347], [9.8353, 1.5903, -1.1792], [10.6829, 2.3586, 0.1755], [9.9110, 0.7663, 0.3897], [8.5908, 2.5111, 1.1864], [3.4343, 6.9510, 2.8552], [3.5695, 6.2445, 4.0942], [2.7273, 6.4130, 2.2282], [3.0611, 7.9589, 3.0399], [4.4010, 6.9987, 2.3471], [4.1970, 6.7353, 4.6298], [-1.3677, -6.7821, 1.8539], [-1.7858, -6.7186, 0.4869], [-0.3389, -7.1250, 1.8719], [-1.4166, -5.7927, 2.3176], [-1.9908, -7.4806, 2.4173], [-2.6993, -6.4155, 0.4855], [3.8729, 6.9395, -0.8164], [5.1095, 6.3485, -0.4313], [3.0757, 6.2401, -0.5781], [3.7069, 7.8697, -0.2655], [3.8534, 7.1457, -1.8899], [5.8117, 6.9688, -0.6421], [3.0039, 10.3761, 4.8045], [2.8316, 10.1567, 3.4058], [3.1297, 9.4048, 5.2769], [3.8901, 10.9848, 4.9991], [2.1285, 10.8680, 5.2345], [2.7193, 11.0146, 2.9884], [-2.3900, 0.2437, 3.4374], [-1.9076, 0.0938, 2.0986], [-2.1658, -0.6770, 3.9713], [-1.8969, 1.0738, 3.9369], [-3.4680, 0.4072, 3.4445], [-2.1036, 0.9108, 1.6268], [-8.1453, -4.1867, -1.8169], [-6.9013, -4.1197, -1.1132], [-8.4753, -5.2207, -1.8003], [-8.8969, -3.5647, -1.3297], [-8.0198, -3.8687, -2.8530], [-6.5908, -3.2069, -1.1166], [-4.8649, -8.0099, 0.6571], [-4.4651, -8.1018, -0.7043], [-4.4852, -8.8820, 1.1822], [-4.4487, -7.1088, 1.1215], [-5.9540, -7.9903, 0.7426], [-4.8034, -7.3264, -1.1608], [-0.4567, 0.5843, -10.7381], [-1.5874, -0.2188, -10.4182], [-0.6163, 1.0035, -11.7278], [-0.3405, 1.4042, -10.0223], [0.4591, -0.0128, -10.7511], [-1.4489, -0.5906, -9.5425], [-0.9727, -6.2071, -4.8961], [-1.2725, -5.7013, -3.5894], [-1.5215, -5.6043, -5.6156], [0.0947, -6.1269, -5.1070], [-1.2886, -7.2465, -4.9900], [-0.7874, -6.2322, -2.9483], [2.5148, -6.1759, 1.5167], [1.7864, -5.8935, 2.7123], [1.8780, -5.9204, 0.6713], [3.4279, -5.5768, 1.4712], [2.7731, -7.2363, 1.4640], [2.3516, -6.1226, 3.4550], [-2.8476, -5.1632, -8.8453], [-4.0993, -4.6736, -8.3558], [-2.9361, -5.3266, -9.9145], [-2.0537, -4.4341, -8.6616], [-2.5962, -6.1090, -8.3590], [-4.0048, -4.5418, -7.4089], [1.1749, -9.9943, 2.5123], [2.5609, -9.9345, 2.1850], [0.8641, -8.9941, 2.8044], [0.5809, -10.3142, 1.6522], [0.9984, -10.6774, 3.3465], [2.8385, -10.8171, 1.9271], [-2.4352, 4.2196, 6.8297], [-1.3512, 3.5845, 6.1472], [-2.8168, 5.0145, 6.1936], [-3.2344, 3.5003, 7.0226], [-2.0976, 4.6507, 7.7739], [-1.0214, 2.8849, 6.7169], [-0.0386, 5.1699, 10.0308], [-1.3412, 4.7847, 10.4708], [-0.1409, 5.6934, 9.0838], [0.4260, 5.8356, 10.7616], [0.5891, 4.2865, 9.8871], [-1.2295, 4.3233, 11.3056]],
  "mulliken_charge": [-0.958, -0.307, -0.250, -0.577, -0.599, -0.217, -0.854, 0.298, -0.330, -1.087, 0.365, -1.115, 0.828, -1.053, -1.018, 0.655, 0.062, -0.583, -0.390, -0.096, -1.099, 0.581, -1.083, 0.546, -0.642, -0.215, -0.682, 1.001, -0.462, -0.548, -0.601, 0.812, -1.054, -0.534, 0.320, 0.064, 0.323, 0.236, 0.359, 0.293, 0.406, 0.274, 0.424, 0.329, 0.427, 0.040, 0.138, 0.559, 0.337, 0.991, 0.230, 0.436, 0.362, 0.846, 0.216, -0.121, 0.407, 0.274, 0.290, 0.153, 0.349, 0.456, 0.391, 0.386, 0.807, 0.318, 0.356, 0.324, 0.254, -0.355, -0.454, 0.002, 0.324, 0.241, 0.260, -0.576, -0.422, 0.214, 0.261, 0.263, 0.254, -0.698, -0.487, 0.118, 0.423, 0.411, 0.252, -0.173, -0.389, -0.197, 0.282, 0.339, 0.022, -0.481, -0.485, 0.130, 0.246, 0.308, 0.281, -0.513, -0.500, 0.207, 0.267, 0.266, 0.284, -0.721, -0.295, 0.307, 0.241, 0.295, 0.155, -0.619, -0.501, 0.242, 0.255, 0.279, 0.263, -0.423, -0.475, 0.258, 0.127, 0.289, 0.305, -0.546, -0.476, 0.248, 0.238, 0.251, 0.278, -0.641, -0.361, 0.094, 0.355, 0.315, 0.210, -0.458, -0.500, 0.113, 0.317, 0.250, 0.281, -0.513, -0.517, 0.260, 0.222, 0.262, 0.293, -0.408, -0.511, 0.059, 0.270, 0.309, 0.294, -0.437, -0.355, 0.238, 0.287, 0.087, 0.230, -0.536, -0.504, 0.202, 0.294, 0.260, 0.295]
}



(2)
{
  "formula": "C5H8O2",
  "method": "ωB97M-V with the def2-TZVPD basis set",
  "lumo_energy_ev": 0.7661,
  "total_energy_ha": -345.71659,
  "total_charge": 0,
  "homo_energy_ev": -8.14,
  "orbital_gap_ev": 8.9,
  "smiles": "C/C=C(/O)CC=O",
  "relative_energy_kcal_mol": 55.5,
  "elements": ["C", "C", "C", "O", "C", "C", "O", "H", "H", "H", "H", "H", "H", "H", "H"],
  "coordinates": [[2.1545, -0.3324, 0.2716], [1.0974, -0.6702, -0.7014], [-0.1591, -0.2979, -0.5938], [-1.1026, -1.0451, -1.2207], [-0.6240, 0.9536, 0.1136], [-1.9197, 0.8473, 0.8688], [-2.6781, -0.0986, 0.8056], [2.6347, 0.1291, -0.6306], [2.4283, -1.2850, 0.7998], [1.9105, 0.4262, 1.0254], [1.3818, -1.4562, -1.4002], [-1.8680, -1.0372, -0.6246], [0.1303, 1.3913, 0.7790], [-0.7984, 1.7216, -0.6586], [-2.1832, 1.7276, 1.4896]],
  "mulliken_charge": [-0.939, -0.577, 0.676, -0.597, -0.619, 0.170, -0.537, 0.247, 0.238, 0.257, 0.417, 0.399, 0.278, 0.251, 0.335]
}



(3)
{
  "formula": "C33H65BrFN8O12PS2",
  "method": "ωB97M-V with the def2-TZVPD basis set",
  "lumo_energy_ev": 0.3769,
  "total_energy_ha": -6449.02839,
  "total_charge": 0,
  "homo_energy_ev": -7.89,
  "orbital_gap_ev": 8.3,
  "smiles": "CP(C)[C@]1(S(C)(=O)=O)[C@@H](CC(=O)Br)OC(=O)[C@]1(CCF)N=C=S.CNC(C)=O.CNC(C)=O.CNC(C)=O.CNC(C)=O.CNC(C)=O.CNC(C)=O.CNC(C)=O",
  "elements": ["C", "P", "C", "C", "S", "C", "O", "O", "C", "C", "C", "O", "Br", "O", "C", "O", "C", "C", "C", "F", "N", "C", "S", "H", "H", "H", "H", "H", "H", "H", "H", "H", "H", "H", "H", "H", "H", "H", "H", "C", "N", "C", "C", "O", "H", "H", "H", "H", "H", "H", "H", "C", "N", "C", "C", "O", "H", "H", "H", "H", "H", "H", "H", "C", "N", "C", "C", "O", "H", "H", "H", "H", "H", "H", "H", "C", "N", "C", "C", "O", "H", "H", "H", "H", "H", "H", "H", "C", "N", "C", "C", "O", "H", "H", "H", "H", "H", "H", "H", "C", "N", "C", "C", "O", "H", "H", "H", "H", "H", "H", "H", "C", "N", "C", "C", "O", "H", "H", "H", "H", "H", "H", "H"],
  "coordinates": [[1.5588, 0.5754, 0.2008], [0.4154, 0.2537, -1.1653], [0.0165, 1.8261, -2.0164], [-1.1522, -0.5210, -0.4811], [-0.6349, -2.0502, 0.3837], [0.7739, -2.7343, -0.4311], [-0.2072, -1.6608, 1.7049], [-1.7027, -3.0159, 0.3080], [-2.1388, -0.8739, -1.6172], [-1.7972, -2.0668, -2.5121], [-2.3401, -1.9380, -3.9019], [-1.7227, -2.1004, -4.8849], [-4.2235, -1.4681, -4.0387], [-3.3832, -1.1327, -0.9474], [-3.3815, -0.6210, 0.3053], [-4.2379, -0.8514, 1.1016], [-2.1509, 0.2904, 0.4053], [-1.7160, 0.8462, 1.7625], [-1.9867, 0.0267, 3.0291], [-2.7199, 0.8328, 3.9221], [-2.5184, 1.4792, -0.4275], [-3.6172, 1.9953, -0.4029], [-5.0210, 2.6458, -0.3840], [1.7051, 1.6353, 0.3667], [1.1515, 0.1688, 1.1234], [2.4998, 0.0738, 0.0159], [-1.0194, 2.1269, -1.9468], [0.6653, 2.6054, -1.6253], [0.2687, 1.6835, -3.0627], [0.7578, -3.7939, -0.2081], [1.6473, -2.2787, 0.0266], [0.8072, -2.5271, -1.4899], [-2.2482, -0.0127, -2.2731], [-0.7228, -2.1082, -2.6603], [-2.1699, -2.9841, -2.0669], [-2.1833, 1.8124, 1.9171], [-0.6501, 1.0384, 1.6924], [-1.0605, -0.2406, 3.5235], [-2.5372, -0.8871, 2.8499], [-7.6063, 7.1326, 2.1550], [-7.2744, 6.4466, 0.9217], [-7.7291, 5.2455, 0.4765], [-8.7072, 4.5033, 1.3581], [-7.3526, 4.7939, -0.5917], [-8.0568, 8.1042, 1.9458], [-6.7117, 7.2918, 2.7591], [-8.3105, 6.5459, 2.7341], [-6.6251, 6.8885, 0.2907], [-8.9675, 3.5733, 0.8638], [-8.2633, 4.2772, 2.3282], [-9.6140, 5.0885, 1.5138], [7.1310, -0.4324, -2.4955], [5.7263, -0.0759, -2.5279], [5.0408, 0.6979, -1.6469], [5.8026, 1.2573, -0.4726], [3.8508, 0.9246, -1.8139], [7.6380, -0.0787, -3.3947], [7.2513, -1.5159, -2.4349], [7.6116, 0.0188, -1.6351], [5.1605, -0.4252, -3.2846], [5.1153, 1.8398, 0.1347], [6.2147, 0.4566, 0.1429], [6.6109, 1.9008, -0.8231], [0.0992, 3.3636, 5.2413], [0.6977, 3.6286, 3.9471], [1.4656, 2.7976, 3.1963], [1.7520, 1.4156, 3.7308], [1.8854, 3.1428, 2.1021], [-0.9873, 3.4448, 5.1860], [0.4624, 4.0746, 5.9856], [0.3494, 2.3615, 5.5704], [0.5387, 4.5280, 3.5222], [2.3549, 0.8849, 3.0030], [2.3035, 1.4537, 4.6710], [0.8179, 0.8725, 3.8914], [2.3694, -7.8171, -3.9023], [2.6218, -6.5796, -3.1879], [1.9865, -6.0972, -2.0918], [0.8658, -6.9309, -1.5141], [2.3135, -5.0255, -1.6026], [3.2586, -8.4490, -3.8995], [2.0957, -7.6123, -4.9380], [1.5583, -8.3635, -3.4347], [3.3551, -5.9770, -3.5259], [0.4601, -6.4130, -0.6509], [0.0698, -7.0728, -2.2455], [1.2309, -7.9086, -1.1989], [-6.3488, -2.5167, -0.6533], [-7.0719, -3.7551, -0.9065], [-8.4062, -3.9833, -0.8442], [-9.2880, -2.8143, -0.4635], [-8.8720, -5.0865, -1.0852], [-5.7994, -2.2152, -1.5455], [-5.6386, -2.6472, 0.1590], [-7.0400, -1.7246, -0.3871], [-6.5385, -4.5699, -1.1634], [-10.3175, -3.1573, -0.4580], [-9.0310, -2.4397, 0.5277], [-9.1872, -2.0000, -1.1817], [5.5111, -3.7575, 4.0723], [5.2979, -2.3938, 3.6279], [4.1401, -1.8158, 3.2135], [2.8953, -2.6744, 3.1996], [4.1168, -0.6470, 2.8637], [5.8855, -3.7741, 5.0970], [6.2381, -4.2609, 3.4330], [4.5811, -4.3136, 4.0377], [6.0879, -1.7687, 3.6126], [2.0656, -2.0722, 2.8402], [3.0199, -3.5298, 2.5345], [2.6624, -3.0398, 4.2005], [4.8688, 5.6896, -2.9637], [5.7392, 4.7827, -2.2410], [7.0643, 4.5603, -2.4254], [7.7588, 5.3430, -3.5158], [7.6605, 3.7500, -1.7320], [4.4296, 6.4214, -2.2842], [4.0594, 5.1389, -3.4449], [5.4267, 6.2203, -3.7273], [5.3323, 4.2270, -1.5040], [8.8025, 5.0471, -3.5312], [7.3147, 5.1324, -4.4890], [7.6963, 6.4148, -3.3260]],
  "mulliken_charge": [-0.466, 0.527, -1.225, -0.126, 1.820, -1.096, -0.689, -0.740, -1.120, -0.617, 0.195, -0.484, -0.179, 0.046, -0.654, -0.610, 2.479, -0.647, -0.238, -0.474, -0.682, 0.436, -0.356, 0.484, -0.207, 0.326, 0.446, 0.402, 0.353, 0.438, 0.207, 0.273, 0.754, 0.050, 0.533, 0.853, -0.613, 0.167, 0.319, -0.817, -0.156, 0.779, -1.320, -0.649, 0.284, 0.280, 0.312, 0.229, 0.281, 0.367, 0.412, -0.929, -0.145, 0.781, -1.261, -0.637, 0.294, 0.288, 0.345, 0.254, 0.147, 0.487, 0.379, -0.846, -0.166, 0.779, -0.508, -0.690, 0.270, 0.311, 0.310, 0.266, -0.348, 0.648, 0.045, -0.869, -0.191, 0.836, -1.308, -0.586, 0.293, 0.289, 0.328, 0.245, 0.241, 0.374, 0.391, -0.509, -0.057, 0.716, -1.123, -0.674, 0.013, 0.192, 0.257, 0.193, 0.302, 0.322, 0.316, -0.913, -0.208, 0.703, -0.786, -0.587, 0.298, 0.288, 0.337, 0.267, -0.230, 0.407, 0.471, -0.909, -0.082, 0.911, -1.404, -0.658, 0.300, 0.293, 0.345, 0.143, 0.308, 0.367, 0.379]
}